The following is a DFT calculation (ωB97M-V/def2-TZVPD) of a gas-phase ion, C6H10N (charge +1) in a non-equilibrium geometry.

The geometry in XYZ format:
```
17
Properties=species:S:1:pos:R:3:lowdin_charge:R:1
H -0.97 2.18 0.77 0.15
N -1.75 -0.48 -0.05 0.15
H 2.14 1.71 -0.13 0.13
H -0.33 -2.87 0.66 0.13
C 0.05 -2.14 -0.09 0.04
C -0.68 1.55 -0.04 -0.06
H 2.04 0.18 -0.89 0.09
C -0.43 -0.73 0.05 -0.16
H 2.50 0.14 0.53 0.05
H -0.50 2.13 -0.87 0.14
H -0.43 -2.72 -0.86 0.11
H -2.97 1.17 -0.18 0.15
H 0.05 0.28 1.26 0.20
H 1.07 -2.34 -0.34 0.09
C 1.80 0.66 0.03 0.01
C 0.34 0.48 0.23 -0.26
C -1.95 0.81 -0.08 0.03
```

The HOMO energy comes out at -15.5 eV. Its orbital gap is 9.589 eV. As for the charge: +1. Its structure (SMILES) is CC1=[N+]=CC[C@@H]1C. For the calculated total energy, the calculation gives -7864.646 eV. The value obtained for the LUMO energy is -5.87 eV. As for the relative energy (zero: lowest compared OMol25 entry of this formula, charge and spin): 1.702 eV.